Run a
An isolated ion of composition C2H8IN2 and charge +1. Source: OMol25; level of theory: ωB97M-V with the def2-TZVPD basis set.

Its charge is +1. Its SMILES is N[C@@H](I)C[NH3+]. As for the HOMO energy: -13.7 eV.

Structure (XYZ):
```
13
Properties=species:S:1:pos:R:3:nbo_charge:R:1
C 0.896 0.512 0.223 -0.2659
C -0.598 0.837 -0.194 -0.1313
N -0.960 -0.140 -1.273 -0.8808
N 0.903 -0.972 0.554 -0.7297
I -1.724 0.744 1.679 0.0934
H 1.609 0.742 -0.651 0.2682
H 0.933 0.946 1.219 0.2424
H -0.711 1.777 -0.573 0.2282
H -1.292 -1.021 -0.909 0.3733
H -1.654 0.338 -2.033 0.4322
H 0.589 -1.488 -0.305 0.4578
H 0.155 -1.038 1.301 0.4455
H 1.854 -1.235 0.963 0.4665
```

Run b
C2H8IN2 as an isolated structure. Source: OMol25; level of theory: ωB97M-V with the def2-TZVPD basis set.

Its charge is +1. As for the HOMO energy: -13.1 eV.

Structure (XYZ):
```
13
Properties=species:S:1:pos:R:3:nbo_charge:R:1
C 0.882 -0.459 0.220 -0.2952
C -0.524 0.971 0.509 -0.0435
N 0.367 -1.708 -0.306 -0.7255
N -0.374 1.944 -0.406 -0.8308
I -2.403 -0.209 0.414 0.0788
H 1.562 0.056 -0.440 0.2306
H 1.266 -0.550 1.223 0.2266
H -0.365 1.269 1.533 0.2233
H 0.731 -2.514 0.212 0.4472
H 0.592 -1.821 -1.297 0.4451
H -0.687 1.803 -1.352 0.4013
H -0.697 -1.686 -0.196 0.4257
H -0.352 2.904 -0.115 0.4163
```

Going by the energies, run a is most stable and the next is 46.2 kJ/mol up.

Run a
C5H8O2S as an isolated structure. Source: OMol25; level of theory: ωB97M-V with the def2-TZVPD basis set.

As for the HOMO energy: -8.8 eV.

Structure (XYZ):
```
16
Properties=species:S:1:pos:R:3:nbo_charge:R:1
C 1.478 -0.296 0.206 0.0575
C 0.662 -1.341 -0.469 -0.4602
C -0.389 -1.230 0.525 0.0903
C -1.559 0.146 -0.742 -0.2400
C 0.259 0.162 0.953 -0.3678
H 3.409 0.454 -0.438 0.4742
H 1.966 -0.826 0.943 0.1685
H 1.269 -2.264 -0.440 0.2112
H 0.267 -1.297 -1.595 0.2289
H -0.305 -1.914 1.464 0.1962
H -1.062 -0.224 -1.716 0.1879
H -2.674 0.372 -0.872 0.2219
H 0.178 0.319 2.092 0.2307
O 2.211 0.647 -0.527 -0.6928
O -1.616 -1.096 0.002 -0.5028
S -0.658 1.521 0.120 0.1961
```

Run b
A 2-piece molecular cluster, C5H8O2S overall. Source: OMol25; level of theory: ωB97M-V with the def2-TZVPD basis set.

Its SMILES is C=C(O)S.CC=C=O. As for the HOMO energy: -8.6 eV.

Structure (XYZ):
```
16
Properties=species:S:1:pos:R:3:nbo_charge:R:1
C -0.922 -0.907 2.284 -0.6063
C 0.190 -1.420 1.388 -0.5554
C 0.210 -2.270 0.438 0.7056
C -0.628 0.957 -1.155 -0.5511
C 0.581 1.445 -1.524 0.1880
O 0.376 -2.841 -0.550 -0.4642
O 1.767 0.807 -1.701 -0.6539
S 0.726 3.204 -1.839 -0.0402
H -0.649 -1.033 3.402 0.2239
H -1.947 -1.588 2.158 0.2106
H 1.091 -1.085 1.742 0.2606
H -0.882 -0.092 -1.213 0.2057
H -1.511 1.544 -0.870 0.2296
H -1.223 0.142 2.069 0.2256
H 1.486 -0.082 -1.588 0.4802
H 1.336 3.221 -3.040 0.1414
```

Run c
An isolated molecule of C5H8O2S. Source: OMol25; level of theory: ωB97M-V with the def2-TZVPD basis set.

Its SMILES is O[C@@H]1COC=CSC1. As for the HOMO energy: -8.6 eV.

Structure (XYZ):
```
16
Properties=species:S:1:pos:R:3:nbo_charge:R:1
C -0.915 -0.879 0.049 0.0489
C -1.227 0.586 0.317 -0.0844
C 0.791 1.706 -0.360 0.1709
C 1.776 0.822 -0.117 -0.4991
C 0.390 -1.424 0.527 -0.5829
H -0.370 -0.739 -1.786 0.4743
H -1.730 -1.443 0.591 0.1860
H -1.062 0.876 1.348 0.1811
H -2.288 0.808 0.060 0.2080
H 0.966 2.768 -0.443 0.1852
H 2.728 1.256 0.071 0.2270
H 0.293 -2.504 0.469 0.2443
H 0.515 -1.207 1.628 0.2236
O -1.110 -1.159 -1.305 -0.7120
O -0.505 1.438 -0.570 -0.5230
S 1.746 -0.906 -0.476 0.2521
```

Going by the energies, run c is most stable and the next is 159.3 kJ/mol up.

Run a
A 2-piece molecular cluster, C7H7NO2S overall. Source: OMol25; level of theory: ωB97M-V with the def2-TZVPD basis set.

As for the HOMO energy: -9.6 eV.

Structure (XYZ):
```
18
Properties=species:S:1:pos:R:3:nbo_charge:R:1
C 1.347 -0.313 -1.727 0.3440
C -0.981 -0.332 -0.722 -0.2233
C -0.401 -1.416 0.243 -0.1924
C 0.458 0.682 0.983 -0.4346
C 0.092 0.271 -1.633 -0.3775
C -0.363 0.962 -0.316 -0.1578
C 0.366 -0.764 1.124 -0.1747
N 2.433 -0.707 -1.608 -0.4002
O 5.012 -0.987 0.151 -0.8615
O 4.079 -3.116 -0.163 -0.8623
S 4.728 -2.024 -0.775 1.7151
H -1.935 -0.554 -1.175 0.2308
H -0.762 -2.399 -0.020 0.2318
H 1.518 1.195 0.833 0.2412
H -0.014 1.091 1.766 0.2246
H -0.154 0.809 -2.471 0.2495
H -0.897 1.781 -0.519 0.2210
H 0.889 -1.394 1.799 0.2265
```

Run b
An isolated molecule of C7H7NO2S. Source: OMol25; level of theory: ωB97M-V with the def2-TZVPD basis set.

Its SMILES is N#C[C@@H]1[C@H]2C=C[C@H](C2)S1(=O)=O. As for the HOMO energy: -9.7 eV.

Structure (XYZ):
```
18
Properties=species:S:1:pos:R:3:nbo_charge:R:1
C -1.908 -1.545 -0.211 0.2495
C 1.447 0.166 -0.978 -0.1659
C 1.449 1.267 -0.194 -0.2197
C 0.585 -0.569 1.095 -0.4086
C -0.928 -0.629 -0.751 -0.5657
C 0.589 -0.938 -0.302 -0.2462
C 0.599 0.985 0.957 -0.4332
N -2.781 -2.301 -0.067 -0.2601
O -2.171 1.054 0.997 -0.9177
O -1.202 1.897 -1.031 -0.9404
S -1.101 0.992 0.083 2.1394
H 2.003 -0.085 -1.902 0.2339
H 1.914 2.213 -0.581 0.2572
H -0.379 -0.784 1.494 0.2264
H 1.450 -0.950 1.759 0.2464
H -1.065 -0.418 -1.775 0.2884
H 0.957 -1.885 -0.542 0.2379
H 0.542 1.530 1.948 0.2782
```

Going by the energies, run b is most stable and the next is 8.1 kJ/mol up.

Run a
An isolated molecule of C5H9N3. Source: OMol25; level of theory: ωB97M-V with the def2-TZVPD basis set.

Its SMILES is NC[C@@H]1[C@H]2CC=NN12. As for the HOMO energy: -9.1 eV.

Structure (XYZ):
```
17
Properties=species:S:1:pos:R:3:nbo_charge:R:1
C 1.039 -1.074 -1.017 -0.2050
C 0.793 0.094 -0.034 -0.1144
C -0.483 -0.374 0.698 -0.1213
C -1.102 0.337 1.798 -0.4950
C -1.012 1.689 1.338 0.0218
H 1.702 -1.402 -3.127 0.3768
H 0.671 -0.096 -2.652 0.3627
H -0.012 -1.768 -0.964 0.1734
H 1.860 -1.515 -0.516 0.1910
H 1.518 0.856 0.401 0.2458
H -0.655 -1.471 0.542 0.2190
H -2.300 0.038 1.933 0.2408
H -0.550 0.446 2.786 0.2404
H -1.369 2.655 1.719 0.2222
N 1.418 -0.632 -2.455 -0.8528
N -0.965 1.766 0.068 -0.2182
N -0.552 0.452 -0.518 -0.2870
```

Run b
An isolated molecule of C5H9N3. Source: OMol25; level of theory: ωB97M-V with the def2-TZVPD basis set.

Its SMILES is C/C=C1\CNN=CN1. As for the HOMO energy: -7.4 eV.

Structure (XYZ):
```
17
Properties=species:S:1:pos:R:3:nbo_charge:R:1
C -2.530 0.333 -0.109 -0.6533
C -1.356 -0.730 -0.387 -0.2231
C -0.149 -0.302 0.007 0.1086
C 0.426 1.053 0.235 -0.2796
C 2.138 -1.087 -0.102 0.1687
H -2.068 1.277 0.082 0.2189
H -3.411 0.129 -0.850 0.2312
H -2.756 0.045 0.978 0.2124
H -1.460 -1.940 -0.529 0.2087
H -0.076 1.839 -0.395 0.2084
H 0.299 1.356 1.313 0.2033
H 2.181 2.116 -0.718 0.3944
H 2.793 -2.026 0.084 0.1986
H 0.624 -2.186 0.578 0.3976
N 1.894 1.251 -0.092 -0.4694
N 2.657 0.083 -0.291 -0.3063
N 0.793 -1.209 0.196 -0.6191
```

Going by the energies, run b is most stable and the next is 124.3 kJ/mol up.